1.
The following is a DFT calculation (the ωB97M-V functional and the def2-TZVPD basis) of a structure of composition C24H26BrGeIrN5O5S.

Cartesian coordinates (Å):
Ir (0.19, -0.70, -1.05)
N (-1.90, 0.37, -0.66)
C (-2.88, -0.47, -1.37)
C (-2.49, -1.92, -1.13)
O (-3.24, -2.74, -0.66)
N (-1.15, -2.19, -1.44)
C (-0.72, -3.49, -0.95)
C (-0.37, -3.39, 0.53)
O (-0.51, -4.28, 1.32)
O (0.10, -2.17, 0.89)
H (-2.14, 0.46, 0.33)
H (-1.83, 1.29, -1.06)
H (-2.81, -0.25, -2.43)
H (-3.91, -0.32, -1.03)
H (0.17, -3.80, -1.49)
H (-1.50, -4.24, -1.06)
C (2.68, -1.03, -5.31)
N (2.49, -0.94, -3.87)
C (2.43, -1.97, -3.07)
N (2.50, -3.22, -3.54)
S (2.30, -1.75, -1.34)
H (2.86, -0.03, -5.69)
H (1.79, -1.44, -5.80)
H (3.55, -1.65, -5.55)
H (2.41, 0.00, -3.43)
H (2.65, -3.41, -4.51)
H (2.54, -3.98, -2.89)
Ge (-0.05, -1.83, 2.76)
C (-1.95, -1.58, 2.89)
C (-2.85, -2.64, 2.93)
C (-4.21, -2.41, 2.85)
C (-4.69, -1.11, 2.73)
C (-3.81, -0.04, 2.70)
C (-2.44, -0.27, 2.77)
C (0.89, -0.15, 2.92)
C (1.31, 0.28, 4.18)
C (1.92, 1.52, 4.33)
C (2.12, 2.34, 3.24)
C (1.71, 1.93, 1.97)
C (1.11, 0.69, 1.83)
H (0.64, -2.98, 3.48)
H (-2.48, -3.66, 3.01)
H (-4.90, -3.24, 2.87)
H (-5.76, -0.94, 2.66)
H (-4.19, 0.97, 2.63)
H (-1.76, 0.57, 2.78)
H (1.17, -0.34, 5.05)
H (2.24, 1.84, 5.32)
H (2.59, 3.31, 3.36)
H (1.86, 2.57, 1.11)
H (0.78, 0.37, 0.84)
Br (-1.12, 6.14, -0.01)
C (0.43, 5.21, -0.55)
C (1.68, 5.80, -0.40)
N (2.80, 5.19, -0.77)
C (2.71, 3.98, -1.31)
C (1.51, 3.32, -1.49)
C (0.33, 3.95, -1.10)
C (1.51, 1.93, -2.05)
O (2.46, 1.53, -2.70)
O (0.43, 1.24, -1.80)
H (1.77, 6.78, 0.03)
H (3.64, 3.51, -1.61)
H (-0.63, 3.47, -1.22)

The value obtained for the LUMO energy (spin up / spin down) is -2.26 / -5.21 eV. The multiplicity is 5. As for the net charge: +1. The gap between HOMO and LUMO (spin up / spin down) is 8.26 / 6.54 eV. The calculation puts the highest occupied orbital energy (spin up / spin down) at -0.3866 / -0.4321 hartree.

Atom charges from the Mulliken analysis, given in e for atoms 1 to 5: atom 1 (Ir): 2.30, atom 2 (N): -0.53, atom 3 (C): -0.63, atom 4 (C): 0.57, atom 5 (O): -0.56

=====

2.
The following is a DFT calculation (the ωB97M-V functional and the def2-TZVPD basis) of a cluster of 2 separate species, C5H8O2 in total.

Cartesian coordinates (Å):
C (-1.87, 1.11, -0.39)
O (-1.04, 0.38, 0.44)
C (-0.48, -0.71, -0.03)
C (-0.25, -1.58, -0.99)
C (0.30, -1.89, 0.45)
H (-2.73, 0.48, -0.72)
H (-1.27, 1.49, -1.27)
H (-2.27, 1.88, 0.38)
H (-0.30, -1.78, -2.03)
H (-0.08, -2.56, 1.16)
H (1.30, -1.74, 0.63)
C (2.21, 1.21, 0.65)
O (1.49, 1.08, -0.34)
H (3.26, 0.83, 0.64)
H (1.73, 1.77, 1.42)

The value obtained for the LUMO energy is 0.75 eV. The structure (SMILES) is COC1=CC1.C=O. The gap between HOMO and LUMO is 9.06 eV. The calculation puts the highest occupied orbital energy at -0.3054 hartree.

Atom charges from the Mulliken analysis, given in e for atoms 1 to 5: atom 1 (C): -0.64, atom 2 (O): -0.32, atom 3 (C): 0.35, atom 4 (C): -0.29, atom 5 (C): -0.74

=====

3.
The following is a DFT calculation (the ωB97M-V functional and the def2-TZVPD basis) of a structure of composition C32H48N4O11PbS2Si.

Cartesian coordinates (Å):
Pb (0.22, -0.01, 0.71)
C (1.62, -6.50, 2.40)
C (2.18, -5.30, 1.68)
C (3.05, -4.42, 2.31)
C (3.44, -3.24, 1.70)
C (2.96, -2.95, 0.43)
C (2.15, -3.84, -0.24)
C (1.76, -5.02, 0.38)
S (3.34, -1.36, -0.30)
O (4.78, -1.21, -0.14)
O (2.87, -1.42, -1.67)
N (2.55, -0.19, 0.45)
C (3.25, 0.43, 1.58)
C (2.57, 0.18, 2.93)
O (3.25, 0.06, 3.95)
O (1.27, 0.14, 2.92)
H (2.18, -6.71, 3.32)
H (1.62, -7.39, 1.77)
H (0.59, -6.29, 2.68)
H (3.38, -4.63, 3.32)
H (4.09, -2.54, 2.20)
H (1.80, -3.58, -1.23)
H (1.08, -5.70, -0.12)
H (3.27, 1.52, 1.44)
H (4.28, 0.08, 1.62)
C (0.88, 6.64, 1.69)
C (0.72, 6.08, 0.28)
C (-0.36, 6.86, -0.47)
C (2.05, 6.19, -0.49)
O (0.37, 4.72, 0.42)
Si (-0.30, 3.64, -0.64)
O (-0.08, 2.17, -0.15)
O (-1.88, 4.15, -0.83)
C (-3.07, 3.54, -0.34)
C (-2.94, 3.14, 1.13)
C (-3.39, 2.32, -1.19)
C (-4.18, 4.59, -0.49)
O (0.33, 4.03, -2.13)
C (0.90, 3.14, -3.08)
C (1.24, 3.98, -4.31)
C (-0.10, 2.04, -3.46)
C (2.18, 2.50, -2.51)
H (1.20, 7.68, 1.66)
H (1.62, 6.05, 2.24)
H (-0.07, 6.57, 2.22)
H (-0.10, 7.92, -0.52)
H (-1.32, 6.75, 0.04)
H (-0.47, 6.46, -1.48)
H (2.35, 7.23, -0.60)
H (1.92, 5.73, -1.47)
H (2.82, 5.64, 0.05)
H (-2.08, 2.48, 1.24)
H (-3.83, 2.63, 1.47)
H (-2.77, 4.03, 1.74)
H (-2.61, 1.57, -1.06)
H (-3.43, 2.60, -2.25)
H (-4.35, 1.88, -0.90)
H (-3.94, 5.47, 0.10)
H (-5.13, 4.17, -0.16)
H (-4.26, 4.89, -1.54)
H (0.32, 4.43, -4.70)
H (1.70, 3.37, -5.08)
H (1.92, 4.78, -4.03)
H (-1.02, 2.49, -3.83)
H (-0.33, 1.45, -2.58)
H (0.33, 1.39, -4.23)
H (2.92, 3.28, -2.29)
H (2.60, 1.78, -3.21)
H (1.94, 1.99, -1.58)
O (0.22, -2.11, 3.02)
C (-1.07, -2.38, 3.27)
C (-1.64, -2.03, 4.50)
C (-2.95, -2.37, 4.79)
C (-3.72, -3.06, 3.86)
C (-3.15, -3.40, 2.64)
C (-1.84, -3.06, 2.32)
C (-1.36, -3.34, 0.90)
O (-1.87, -4.32, 0.33)
O (-0.56, -2.52, 0.34)
H (0.46, -1.24, 3.40)
H (-1.04, -1.47, 5.20)
H (-3.37, -2.10, 5.75)
H (-4.74, -3.32, 4.08)
H (-3.73, -3.93, 1.90)
C (-6.78, 1.01, 1.45)
C (-6.38, -0.46, 1.59)
C (-5.15, -0.78, 0.79)
N (-4.00, -0.25, 1.00)
N (-3.02, -0.68, 0.17)
C (-3.41, -1.56, -0.70)
N (-2.65, -2.11, -1.67)
S (-5.14, -1.93, -0.53)
H (-7.61, 1.24, 2.11)
H (-7.07, 1.24, 0.43)
H (-5.93, 1.64, 1.72)
H (-7.19, -1.11, 1.26)
H (-6.16, -0.68, 2.63)
H (-1.69, -2.24, -1.32)
H (-3.02, -2.97, -2.04)

The value obtained for the LUMO energy is 3.78 eV. As for the net charge: -2. The gap between HOMO and LUMO is 7.06 eV. The calculation puts the highest occupied orbital energy at -0.1205 hartree.

Atom charges from the Mulliken analysis, given in e for atoms 1 to 5: atom 1 (Pb): 2.05, atom 2 (C): -1.47, atom 3 (C): 1.11, atom 4 (C): -0.79, atom 5 (C): -0.69

=====

Across the entries above, strongest force on any atom takes the values 0.0107 0.0634 0.0279 hartree/bohr, respectively.
Across the entries above, energy above the lowest of the compared OMol25 structures with the same formula, charge and spin takes the values 0.0000 5.0495 0.8434 eV, respectively.